C34H62N6O5S2 as an isolated structure at a distorted geometry. Source: the Open Molecules 2025 dataset; level of theory: ωB97M-V/def2-TZVPD.

XYZ file:
```
109
Properties=species:S:1:pos:R:3
C -4.382 -3.900 1.073
O 2.913 1.317 0.476
H 1.196 3.606 -0.787
C -0.893 3.698 -0.354
H 2.405 -1.266 -4.240
C 0.172 2.371 -2.279
H -1.397 -10.041 -0.969
C 4.702 -2.320 -2.864
H 3.703 0.245 -2.337
H -1.645 3.592 1.685
H -5.156 -5.240 2.553
C -0.518 5.442 1.536
C 2.517 -3.029 0.156
H -3.269 -4.445 -0.664
H -0.482 4.150 3.817
N 1.536 -3.926 0.301
H -1.029 4.639 -0.878
H -4.935 -5.052 -0.645
H -5.731 8.386 -0.514
N -2.246 0.868 -1.544
N 5.761 -0.498 -0.683
C 0.681 -1.954 2.252
H 1.147 0.020 1.518
O -3.815 -2.833 1.177
H -2.399 5.706 2.464
O 4.032 2.245 2.443
C 3.124 -3.072 -1.110
C -1.792 -8.182 0.024
C 2.186 -2.092 2.454
H -0.210 3.140 -2.947
H 0.075 3.373 1.529
C -0.487 -7.458 -0.206
H 0.530 5.556 1.817
H 5.638 -0.352 1.722
C -2.434 -0.214 -0.930
C -4.197 8.128 0.963
H -1.079 -10.057 0.780
H -5.286 9.873 0.352
C 2.925 -2.094 1.147
H -1.990 4.737 4.472
N -1.885 -0.464 0.365
H 5.638 -2.883 -2.849
H -4.402 7.105 2.826
H 4.018 -2.917 -3.452
C 1.489 1.769 -2.827
H 1.525 -0.238 -2.156
H 2.251 1.982 -2.079
C -4.901 8.952 -0.089
H -6.393 -4.483 1.524
H -3.696 -5.811 0.377
H -0.312 -1.801 -0.090
H -0.573 1.578 -2.222
H 5.908 -0.590 -3.312
C 4.198 -2.200 -1.460
H -0.511 5.629 4.744
H -5.591 -3.536 2.793
C -0.764 3.963 1.168
H 0.273 -2.774 1.681
C 0.265 -0.601 1.638
H 0.502 2.104 -0.198
N -3.222 -1.237 -1.541
C -1.358 5.858 2.733
H -1.774 3.076 -0.501
H -2.359 -1.253 0.792
H 0.431 0.025 -3.527
H 4.217 -0.420 2.786
O -2.822 -7.579 0.217
H -4.199 9.203 -0.881
C 4.558 -0.270 1.776
C 3.989 -1.284 0.812
C -0.449 -0.783 0.286
H 0.233 -7.731 0.567
H 0.019 -0.122 -0.437
C 4.952 -0.999 -3.625
O -3.030 7.836 0.863
H -0.663 -6.387 -0.165
H 5.528 0.354 -1.169
H 5.058 -1.222 -4.682
H -5.858 7.068 1.812
C -5.451 -4.318 2.050
S 4.103 1.404 1.285
H 0.220 -2.010 3.237
C -5.024 7.685 2.148
H 2.378 -3.046 2.949
C 0.335 2.943 -0.872
C -1.751 -9.690 0.002
H 1.765 2.318 -3.727
C 3.885 0.067 -3.394
H -0.720 6.071 0.676
H -1.240 6.912 2.968
C 2.519 -0.200 -4.053
H -5.413 8.556 2.679
H -0.081 -7.716 -1.186
S 1.421 -4.715 -1.084
H 2.461 0.352 -4.986
C 4.633 -1.352 -0.483
H -0.392 -0.074 2.319
H 2.521 -1.329 3.142
H -2.749 -10.083 0.180
H -2.659 -2.065 -1.684
H -1.689 1.482 -0.950
H 6.521 -0.974 -1.140
H -3.988 -1.468 -0.921
C 1.405 0.269 -3.114
H 4.275 0.998 -3.802
C -1.059 5.050 4.007
C -4.050 -4.866 -0.036
N 2.583 -3.997 -1.914
H 5.084 1.809 0.443
```

## Properties
Lowest unoccupied orbital energy: -0.7 eV
Orbital gap: 7.72 eV
HOMO level: -8.381 eV

Atomic partial charges in e from the Mulliken method, atoms 1 to 99:
1. C 0.71
2. O -0.32
3. H 0.66
4. C -0.49
5. H 0.41
6. C -0.52
7. H 0.33
8. C -1.65
9. H -0.71
10. H 0.51
11. H 0.33
12. C -0.98
13. C 0.65
14. H 0.11
15. H 0.28
16. N -0.47
17. H 0.72
18. H 0.38
19. H 0.34
20. N -0.68
21. N -0.33
22. C -1.41
23. H -0.34
24. O -0.52
25. H 0.03
26. O -0.71
27. C 0.87
28. C 0.65
29. C -1.43
30. H 0.61
31. H 0.18
32. C -0.67
33. H 0.24
34. H 0.58
35. C -0.01
36. C 0.85
37. H 0.33
38. H 0.33
39. C 0.28
40. H 0.30
41. N -0.30
42. H 0.41
43. H 0.20
44. H 0.41
45. C -0.58
46. H -0.52
47. H 0.27
48. C -1.20
49. H 0.34
50. H 0.27
51. H 0.64
52. H 0.36
53. H 0.42
54. C -0.03
55. H 0.37
56. H 0.33
57. C -0.51
58. H 0.68
59. C -0.31
60. H -0.20
61. N -0.60
62. C -0.16
63. H 0.42
64. H 0.29
65. H 0.69
66. H 0.56
67. O -0.55
68. H 0.31
69. C -1.69
70. C 0.53
71. C 1.27
72. H 0.37
73. H -1.57
74. C -1.17
75. O -0.48
76. H -0.01
77. H 0.19
78. H 0.48
79. H 0.31
80. C -1.21
81. S 0.86
82. H 0.55
83. C -0.99
84. H 0.53
85. C -0.77
86. C -1.21
87. H 0.30
88. C 0.67
89. H 0.45
90. H 0.53
91. C -1.30
92. H 0.35
93. H 0.38
94. S 0.01
95. H 0.50
96. C 0.46
97. H 0.78
98. H 0.27
99. H 0.33